Entry 1:
{
  "formula": "C4H12NO2",
  "method": "ωB97M-V/def2-TZVPD",
  "species": ["C", "N", "C", "O", "C", "C", "H", "H", "H", "H", "H", "H", "H", "H", "H", "H", "H", "H", "O"],
  "positions_angstrom": [[-0.024924, -1.134391, -0.407351], [-1.235481, -0.606833, 0.072416], [-2.029076, 0.251587, -0.922454], [-1.329089, 1.187174, -1.440925], [1.049421, -1.413130, 0.610151], [1.855897, -0.198831, 0.980830], [0.519459, -0.563192, -1.217048], [-0.308105, -2.117088, -0.922437], [-1.031270, 0.055846, 0.869992], [-2.897682, 0.500618, -0.265955], [-2.447431, -0.538141, -1.712962], [0.497494, -2.005899, 1.373847], [1.715547, -2.122127, 0.238070], [1.189690, 0.559098, 1.324520], [2.453732, 0.078566, 0.179612], [2.531547, -0.408207, 1.737167], [0.504997, 3.202243, -0.252490], [-0.756535, 2.355399, -0.450250], [-0.258191, 2.917310, 0.205268]],
  "atomic_forces_ev_per_a": [[1.105, -1.528, -2.890], [-0.807, 1.480, 2.029], [-0.579, -2.897, 0.247], [0.613, 2.083, -1.076], [-1.756, -0.521, 0.808], [-1.977, -0.784, 0.791], [-0.894, 0.120, 0.416], [0.521, 0.847, 0.473], [-0.216, -0.791, -1.195], [-0.157, 0.327, -0.259], [0.467, 0.859, 1.042], [0.611, 0.873, 0.571], [1.207, -1.377, -1.082], [-0.207, 1.057, -0.025], [0.709, 0.935, -1.805], [1.323, -0.513, 1.886], [1.172, 0.369, -0.741], [-0.146, -0.701, -0.327], [-0.988, 0.164, 1.139]],
  "nbo_charge": [-0.20, -0.70, 0.18, -0.91, -0.40, -0.61, 0.16, 0.15, 0.33, 0.07, 0.04, 0.19, 0.18, 0.22, 0.20, 0.18, 0.44, 0.51, -1.02],
  "total_energy_ev": -9927.380,
  "total_charge": -1,
  "e_homo_ev": -3.27,
  "relative_energy_kj_mol": 81.4
}


Entry 2:
{
  "formula": "C4H12NO2",
  "method": "ωB97M-V/def2-TZVPD",
  "species": ["C", "N", "C", "O", "C", "C", "H", "H", "H", "H", "H", "H", "H", "H", "H", "H", "H", "H", "O"],
  "positions_angstrom": [[0.861629, -0.469148, -0.296096], [-0.137429, 0.544564, -0.594072], [-1.196576, -0.041998, -1.569388], [-1.689256, -1.212616, -1.226702], [2.094348, 0.160128, 0.389226], [1.869088, 0.399658, 1.873739], [0.510261, -1.315460, 0.311708], [1.181293, -0.891015, -1.256918], [-0.692567, 0.686684, 0.240445], [-1.908559, 0.809339, -1.649405], [-0.610217, -0.048375, -2.516057], [2.257382, 1.081584, -0.174249], [2.960340, -0.491828, 0.248584], [2.415699, -0.300820, 2.496027], [2.127014, 1.405111, 2.198635], [0.817393, 0.309734, 2.121921], [-3.473663, 0.427572, 0.233669], [-3.360396, -0.771077, -0.691768], [-4.025785, -0.282039, -0.139307]],
  "atomic_forces_ev_per_a": [[0.719, 0.028, -0.044], [-0.668, -0.481, -0.268], [1.182, 0.403, 0.146], [-0.719, -0.133, 0.144], [-0.471, -0.270, -0.595], [-0.152, 0.474, 0.188], [-0.196, 0.074, -0.124], [-0.073, 0.000, 0.033], [0.019, 0.110, 0.369], [-0.200, 0.002, -0.038], [-0.033, -0.003, -0.247], [0.248, 0.081, 0.246], [0.065, 0.025, -0.047], [0.083, -0.164, 0.117], [0.299, 0.138, -0.008], [-0.293, -0.190, 0.038], [-0.360, -0.497, -0.237], [0.498, -0.103, 0.190], [0.053, 0.505, 0.136]],
  "nbo_charge": [-0.22, -0.70, 0.14, -0.94, -0.41, -0.61, 0.17, 0.18, 0.32, 0.08, 0.07, 0.20, 0.18, 0.19, 0.19, 0.20, 0.45, 0.52, -1.01],
  "total_energy_ev": -9927.868,
  "total_charge": -1,
  "e_homo_ev": -3.29,
  "relative_energy_kj_mol": 34.3
}


Entry 3:
{
  "formula": "C4H12NO2",
  "method": "ωB97M-V/def2-TZVPD",
  "species": ["C", "C", "C", "C", "N", "H", "H", "H", "H", "H", "H", "H", "H", "H", "H", "O", "H", "H", "O"],
  "positions_angstrom": [[-1.196599, -1.187537, -1.088871], [0.242172, -0.883927, -0.870804], [1.264137, -1.669440, -1.206683], [-0.252097, 1.162157, 0.296977], [0.524635, 0.171125, 0.089957], [-1.739677, -0.555558, -1.807606], [-1.477974, -2.187652, -1.375089], [-1.773795, -0.951903, -0.188278], [2.099037, -1.807529, -0.523947], [1.317961, -2.270503, -2.103036], [0.230802, 2.084314, 0.605172], [-1.320458, 1.110535, 0.309107], [1.549778, 0.207109, 0.267196], [-3.333463, 1.138030, 1.912765], [-3.867922, 2.509250, 1.499951], [-3.048941, 2.026436, 1.666760], [3.839543, 1.007074, 0.421625], [3.697053, -0.206684, 1.389295], [3.245817, 0.304700, 0.705508]],
  "atomic_forces_ev_per_a": [[-1.596, 1.487, -0.773], [-0.609, -1.517, 1.103], [0.452, -0.031, 0.392], [1.157, 0.424, 1.199], [0.194, -0.688, -1.562], [0.515, 0.151, -0.184], [0.638, -0.449, 0.022], [0.351, -0.324, 0.262], [0.416, 0.831, -0.494], [-0.679, -0.370, 0.212], [-0.220, -0.092, 0.458], [-0.534, -0.010, -0.780], [-0.154, 0.683, 0.162], [-0.125, 0.167, 0.134], [0.110, -0.004, 0.030], [0.072, -0.286, -0.200], [0.136, -0.062, 0.073], [0.046, 0.195, -0.098], [-0.173, -0.104, 0.043]],
  "nbo_charge": [-0.68, 0.13, -0.32, 0.10, -0.43, 0.25, 0.27, 0.23, 0.22, 0.24, 0.22, 0.24, 0.47, 0.47, 0.49, -0.96, 0.51, 0.51, -0.97],
  "total_energy_ev": -9919.643,
  "total_charge": 1,
  "e_homo_ev": -13.73,
  "relative_energy_kj_mol": 249.6
}


Ordered molecular weight results: 106.14 106.14 106.14; unit g/mol.
Ordered LUMO energy results: 4.012 3.897 -4.689; unit eV.